Record 1
ORCA calculation (ωB97M-V/def2-TZVPD) on a cluster of 2 separate species, C3H9NOSi in total.

Calculated values
LUMO (alpha / beta): 0.78 / -1.74 eV
ΔE to the lowest compared entry with this formula, charge and spin: 236.2 kJ/mol
2S+1: 3
charge: 0

The geometry in XYZ format:
```
15
C3H9NOSi (ωB97M-V/def2-TZVPD)
C -2.72000 1.56145 -0.07002
C 1.95375 0.97052 0.27171
C -2.59477 0.22559 0.00734
N 1.19584 -1.81124 -0.57723
O 0.94133 -3.16747 -0.66362
Si 2.23307 -0.89873 0.36798
H -3.53499 2.13570 0.25765
H 0.05401 -3.08913 -0.83024
H -1.84631 2.06710 -0.48898
H 0.92177 1.15640 0.29513
H 2.44691 1.26823 1.23196
H 2.59206 1.54388 -0.43205
H -1.79590 -0.20318 -0.49019
H -3.41885 -0.40041 0.31381
H 3.57209 -1.35870 0.80674
```



Record 2
ORCA calculation (ωB97M-V/def2-TZVPD) on a cluster of 3 separate species, C21H29BBrO9P in total.

Calculated values
LUMO: -1.69 eV
ΔE to the lowest compared entry with this formula, charge and spin: 0.0 kJ/mol
charge: 0
SMILES: O=C1C=C(O)C(=O)C=C1O.O=C1C=C(O)C(=O)C=C1O.CCCCCCCCCBP(O)Br

The geometry in XYZ format:
```
62
C21H29BBrO9P (ωB97M-V/def2-TZVPD)
O -3.58491 -4.94088 0.23938
C -4.09714 -4.27513 -0.63704
C -5.22020 -4.75082 -1.44385
C -5.73289 -3.97910 -2.40510
O -6.76389 -4.38294 -3.16213
C -5.18741 -2.62067 -2.69376
O -5.67651 -1.96399 -3.59028
C -4.07860 -2.13558 -1.87091
C -3.56964 -2.90659 -0.90923
O -2.55130 -2.49347 -0.13158
H -5.60575 -5.73699 -1.22712
H -6.93792 -3.64888 -3.77512
H -3.70197 -1.14339 -2.07730
H -2.37579 -3.23507 0.47786
O 3.60889 -0.59468 -2.59586
C 4.71967 -1.08721 -2.66023
C 5.13817 -2.20799 -1.82246
C 6.37587 -2.69874 -1.92319
O 6.79217 -3.72747 -1.17152
C 7.36937 -2.12837 -2.88005
O 8.48874 -2.59818 -2.92144
C 6.94269 -1.02103 -3.73535
C 5.70423 -0.53349 -3.63608
O 5.27841 0.48016 -4.40609
H 4.41095 -2.61212 -1.13138
H 7.71476 -3.88312 -1.43534
H 7.66457 -0.62661 -4.43659
H 4.35827 0.63968 -4.13728
C -4.08584 5.15014 4.79702
C -3.75667 5.19274 3.28185
C -2.24653 4.97740 2.98561
C -1.84067 3.46209 2.85521
C -1.02908 3.30557 1.53925
C -0.24996 1.94813 1.43802
C 1.19984 2.26136 0.99088
C 2.12405 1.02781 0.80805
C 1.48285 -0.18451 0.04674
B 2.27688 -1.50998 0.50966
P 1.42800 -3.19017 0.77565
O 0.27898 -3.48994 -0.42550
Br 3.06089 -4.73708 0.41755
H -3.33195 5.65991 5.41527
H -5.05143 5.65110 4.96740
H -4.19125 4.11371 5.14937
H -4.09420 6.13580 2.83153
H -4.30570 4.37390 2.78934
H -1.60849 5.50454 3.71234
H -2.03661 5.45335 2.01090
H -2.77049 2.88454 2.75774
H -1.25933 3.20725 3.74868
H -1.65953 3.49130 0.65839
H -0.26381 4.10349 1.55750
H -0.31461 1.40050 2.38758
H -0.75069 1.34806 0.66018
H 1.64578 2.86571 1.80462
H 1.18591 2.92356 0.11275
H 2.97531 1.36006 0.18684
H 2.56158 0.66265 1.74689
H 0.40459 -0.30914 0.22474
H 1.67976 -0.09059 -1.03490
H 3.43926 -1.35345 0.73187
H -0.37970 -2.78714 -0.33998
```



Record 3
ORCA calculation (ωB97M-V/def2-TZVPD) on a structure of composition C5H6O.

Calculated values
LUMO (alpha / beta): -0.32 / -0.32 eV
ΔE to the lowest compared entry with this formula, charge and spin: 766.8 kJ/mol
charge: 0

The geometry in XYZ format:
```
12
C5H6O (ωB97M-V/def2-TZVPD)
C 0.82552 -0.27527 1.80370
O -0.02735 -0.68322 0.71589
H 0.24409 -1.11263 -0.47050
H 1.50851 0.50826 1.47056
H 1.36850 -1.16312 2.12283
H 0.20849 0.10928 2.61271
C -0.30136 -0.31803 -1.49808
C -0.65498 0.43009 -0.22274
C -0.27707 -0.55813 -2.70046
C -1.07025 1.55732 0.18489
H -0.20082 -0.84025 -3.72356
H -1.62329 2.34570 -0.29524
```



Record 4
ORCA calculation (ωB97M-V/def2-TZVPD) on a cluster of 2 separate species, C4H8OS2 in total.

Calculated values
LUMO: -0.80 eV
ΔE to the lowest compared entry with this formula, charge and spin: 553.1 kJ/mol
charge: 0

The geometry in XYZ format:
```
15
C4H8OS2 (ωB97M-V/def2-TZVPD)
C 1.72874 0.17035 1.45817
C 0.74918 0.29078 0.37936
C 0.58188 -0.96225 -0.71382
C -0.45961 -0.67715 0.27570
H 2.64055 0.55076 0.76495
H 1.72594 -0.93030 1.56402
H 1.40923 0.87643 2.28714
H 0.66049 1.76259 -2.35100
H 0.38234 -0.62153 -1.63209
H 0.57203 -2.91232 -0.78388
H -0.32389 -1.28889 1.24200
H -2.15700 1.13642 -0.45151
O 1.26592 -2.08332 -0.71712
S 0.36044 1.86047 -0.46739
S -2.27532 -0.28778 0.26119
```



Record 5
ORCA calculation (ωB97M-V/def2-TZVPD) on the ion C6H10NO with charge +1.

Calculated values
LUMO: -3.70 eV
ΔE to the lowest compared entry with this formula, charge and spin: 366.8 kJ/mol
charge: +1
SMILES: C#C[C@](C)(C=O)[NH2+]C

The geometry in XYZ format:
```
18
C6H10NO (ωB97M-V/def2-TZVPD)
C 1.04843 2.46229 0.76099
C 0.24612 1.67894 0.29358
C -0.51806 0.54569 -0.17479
C -0.39552 0.38918 -1.71517
C -2.31318 0.62928 0.19674
O -2.86334 -0.36562 0.56050
N -0.20409 -0.81990 0.58012
C 0.89317 -1.25963 1.53474
H 1.80015 3.10579 0.89145
H -0.95591 1.33332 -2.21568
H -1.08267 -0.58708 -2.03744
H 0.62764 0.52260 -2.12463
H -2.71090 1.59054 -0.14521
H -0.15092 -1.39700 -0.27004
H -1.06736 -1.01688 1.13523
H 0.59340 -1.20370 2.56701
H 1.34950 -2.28680 1.26976
H 1.63938 -0.55077 1.31163
```



Record 6
ORCA calculation (ωB97M-V/def2-TZVPD) on the molecule C18H22N4OS.

Calculated values
LUMO: 0.62 eV
ΔE to the lowest compared entry with this formula, charge and spin: 0.0 kJ/mol
charge: 0
SMILES: C[C@@H]1CCc2sc(C(=O)N3CCN(c4ncccn4)CC3)cc2C1

The geometry in XYZ format:
```
46
C18H22N4OS (ωB97M-V/def2-TZVPD)
C 0.61865 -4.42026 -2.47029
C -0.56605 -4.88127 -1.62378
C -1.90464 -4.64333 -2.33197
C -2.12842 -3.16475 -2.65825
C -1.76958 -2.33525 -1.47646
S -2.20812 -0.66405 -1.33764
C -1.41049 -0.54191 0.20689
C -1.48964 0.63757 1.09237
O -1.72197 0.47924 2.27976
N -1.35003 1.87659 0.55044
C -1.47001 3.01651 1.44889
C -0.45655 4.10688 1.08342
N 0.78643 3.50100 0.68127
C 1.87104 3.50638 1.47931
N 2.93222 2.79340 1.07386
C 3.99815 2.82554 1.84905
C 4.05158 3.55895 3.02533
C 2.89989 4.26397 3.34795
N 1.81855 4.24638 2.59649
C 0.72698 2.63656 -0.47674
C -0.72043 2.17729 -0.71120
C -0.87277 -1.74256 0.56732
C -1.05586 -2.76075 -0.39721
C -0.57185 -4.17059 -0.26563
H 1.55238 -4.75005 -2.02011
H 0.64414 -3.33631 -2.54379
H 0.55783 -4.83784 -3.47282
H -0.46296 -5.95855 -1.45116
H -2.70857 -4.98917 -1.67866
H -1.94688 -5.22767 -3.25275
H -1.51431 -2.87036 -3.51528
H -3.17068 -2.99433 -2.93881
H -2.49008 3.41522 1.40042
H -1.29219 2.64871 2.46323
H -0.25971 4.74169 1.94661
H -0.83048 4.72612 0.26093
H 4.84059 2.23793 1.50437
H 4.92924 3.57992 3.64810
H 2.83327 4.86867 4.24423
H 1.38061 1.78007 -0.29195
H 1.09871 3.16330 -1.36485
H -1.29894 2.96274 -1.20773
H -0.71530 1.30263 -1.35761
H -0.35391 -1.88349 1.49846
H -1.23020 -4.70395 0.42758
H 0.43039 -4.17684 0.16840
```



Record 7
ORCA calculation (ωB97M-V/def2-TZVPD) on a cluster of 11 separate species, C26H80N6O11 in total.

Calculated values
LUMO (alpha / beta): -2.67 / -6.71 eV
2S+1: 2
charge: +1

The geometry in XYZ format:
```
123
C26H80N6O11 (ωB97M-V/def2-TZVPD)
O -2.18564 -4.57184 -1.19635
H -1.38215 -4.52928 -1.71999
H -2.60926 -5.43321 -1.18276
H -1.93763 -4.34023 -0.29833
C -0.99757 -0.83983 1.00549
C -0.17651 -2.15734 0.91933
O -0.95564 -3.31519 0.87669
H -0.35013 0.01427 0.80695
H -1.40721 -0.70105 2.00600
H -1.75685 -0.75647 0.22789
H 0.59490 -2.09835 1.68715
H 0.43132 -2.08380 0.01754
C -2.05559 -1.04055 -3.10323
C -0.97119 -0.10100 -3.69938
C -0.83794 1.17556 -2.84607
O -2.06897 1.88171 -3.03337
C -2.47605 2.49871 -1.77585
N 0.28764 -0.96631 -3.75777
H -2.23232 -1.96547 -3.65223
H -3.05249 -0.60448 -3.03898
H -1.73883 -1.34922 -2.10699
H -1.23076 0.19025 -4.71716
H -0.03250 1.77359 -3.27236
H -0.61520 0.83626 -1.83445
H -2.07972 3.51082 -1.85748
H -2.13908 2.05127 -0.84080
H -3.54431 2.65694 -1.62787
H 0.10048 -1.85571 -4.19826
H 0.86525 -0.54835 -4.47315
C 0.57489 7.25793 -3.00569
C 0.52774 5.78671 -2.63724
C 0.40171 5.28569 -1.19202
O 0.47650 3.82405 -1.18428
C 0.63190 3.26351 0.17141
N -0.55829 5.24891 -3.42407
H 0.58153 7.54892 -4.05611
H 1.52527 7.66473 -2.66015
H -0.31608 7.78404 -2.66293
H 1.39637 5.27531 -3.05202
H -0.53211 5.66978 -0.78151
H 1.28862 5.66640 -0.68551
H -0.35365 3.15151 0.62337
H 1.34006 3.81877 0.78646
H 1.02029 2.25641 0.01971
H -0.67656 4.30053 -3.09744
H -1.42438 5.72670 -3.21984
C 5.43347 -0.22526 -3.83650
C 4.36878 -1.31382 -3.51797
C 3.21699 -0.84744 -2.58569
O 3.80340 -0.49572 -1.31381
C 3.02549 0.34375 -0.48554
N 3.75313 -1.78012 -4.73479
H 5.73048 0.19696 -2.87649
H 5.08662 0.49266 -4.57973
H 6.40369 -0.52586 -4.23199
H 4.85657 -2.19147 -3.09384
H 2.45338 -1.61597 -2.46590
H 2.66685 -0.02285 -3.03901
H 2.94208 1.36864 -0.84712
H 3.52085 0.53361 0.46664
H 2.02313 -0.00632 -0.23893
H 4.51424 -2.27548 -5.17686
H 2.98390 -2.43278 -4.68544
C -2.91212 1.09821 4.11677
C -4.39715 0.73592 4.02478
C -5.24350 1.83934 3.34694
O -5.17572 3.09762 4.01274
C -5.87580 4.14856 3.36463
N -4.44491 -0.55270 3.25552
H -2.32073 0.23627 4.42569
H -2.70260 1.84345 4.88412
H -2.45975 1.38940 3.16879
H -4.73071 0.56493 5.04830
H -6.28329 1.51244 3.33908
H -4.80186 1.97802 2.36011
H -6.87841 4.19603 3.78962
H -5.86383 4.02859 2.28131
H -5.43738 5.13715 3.50086
H -3.82224 -1.23205 3.66888
H -5.37792 -0.92170 3.37142
C 0.57199 -6.11110 -3.05377
C 1.02702 -5.08307 -1.99992
C 2.52726 -4.71164 -2.02097
O 3.38708 -5.88074 -1.67516
C 4.78159 -5.65548 -1.85595
N 0.16074 -3.93148 -2.30998
H 0.86819 -5.88465 -4.07802
H -0.44732 -6.48105 -2.94312
H 1.17536 -6.99664 -2.85412
H 0.81537 -5.38652 -0.97463
H 2.78856 -3.91097 -1.32906
H 2.76726 -4.19923 -2.95259
H 4.97088 -5.53384 -2.92248
H 5.43069 -6.40986 -1.41133
H 5.08666 -4.70014 -1.42893
H 0.41841 -3.13947 -1.73864
H 0.17750 -3.57948 -3.25651
C 1.27162 0.04373 4.67116
C 0.93521 1.51966 4.53427
C 1.87547 2.46408 5.31659
O 1.35770 3.80560 5.20658
C 2.12407 4.75661 5.96384
N 1.06762 1.82653 3.10050
H 0.59373 -0.57618 4.08439
H 1.32104 -0.21038 5.72997
H 2.27101 -0.12041 4.26822
H -0.10613 1.76105 4.74748
H 2.92374 2.43256 5.01956
H 1.81660 1.97018 6.28649
H 1.45992 5.61870 5.90214
H 3.05387 5.11246 5.52006
H 2.40898 4.47950 6.97879
H 0.32104 1.29997 2.66985
H 0.78200 2.79402 3.05077
O -0.10531 -5.60790 2.71972
H -0.24931 -4.72146 2.38848
H 0.84441 -5.72375 2.69028
O -3.63512 -2.30346 1.21177
H -3.85250 -1.52244 1.72067
H -2.68484 -2.38553 1.29224
O -3.38858 -5.11980 1.91139
H -2.48979 -4.86080 1.70809
H -3.82869 -4.30080 2.13895
```



Record 8
ORCA calculation (ωB97M-V/def2-TZVPD) on a cluster of 4 separate species, C6H23N2O3 in total.

Calculated values
LUMO: -2.97 eV
ΔE to the lowest compared entry with this formula, charge and spin: 171.7 kJ/mol
charge: +1

The geometry in XYZ format:
```
34
C6H23N2O3 (ωB97M-V/def2-TZVPD)
N -1.03477 1.83730 0.64685
C -0.49877 2.09393 -0.72184
C 0.81869 1.32705 -0.90053
N 0.71025 0.01085 -0.20204
C -1.78498 -1.58941 0.21804
C -1.12114 -1.27233 -1.09310
C 0.39094 -1.11340 -1.11930
C 1.04774 -2.41951 -0.53564
H -0.42965 1.12207 1.10495
H -1.00853 2.65968 1.26589
H -1.94882 1.41346 0.57070
H -1.14380 1.70884 -1.48579
H -0.43876 3.15409 -0.82330
H 1.19104 1.31158 -1.97518
H 1.64896 1.82236 -0.40985
H 1.51450 -0.06892 0.40449
H -1.51479 -0.86575 0.98703
H -1.41049 -2.62905 0.44290
H -2.87877 -1.71501 0.09179
H -1.37524 -2.02689 -1.83510
H -1.48841 -0.31055 -1.44384
H 0.74934 -0.98749 -2.13684
H 0.50907 -3.23695 -1.01832
H 0.68008 -2.52166 0.47575
H 2.15044 -2.46345 -0.66414
H -1.98886 -0.50455 -3.56367
H -2.78806 0.78995 -3.43913
O -1.90077 0.42577 -3.31582
H 2.77985 1.78477 2.45164
H 1.33392 1.63890 2.92466
O 1.88644 1.57986 2.14304
H 1.78462 -0.26534 4.72431
H 3.02050 -0.75936 4.02166
O 2.53824 0.06915 4.20971
```



The following E_tot values (in Eh) correspond, in order, to the records above: -538.94576, -4434.95283, -269.05418, -1028.61238, -364.20754, -1391.59332, -2194.23014, -577.37341.